Computed, not measured: H14LiO7 as an isolated structure at a distorted geometry, with wB97M-V/def2-TZVPD.

As for the gap between HOMO and LUMO: 10.2 eV. As for the LUMO energy: -3.55 eV. The value obtained for the HOMO energy is -13.75 eV. Its charge is +1. The total energy is -14759.623 eV.

Last column: natural (NBO) charge in e.
Geometry (Å):
Li: 17.691 6.417 18.781  0.9011
O: 16.013 6.930 17.695  -0.9982
H: 15.395 7.589 17.936  0.5024
H: 15.807 6.539 16.770  0.5181
O: 19.648 9.121 17.019  -0.9271
H: 18.957 9.676 16.505  0.4547
H: 19.065 8.580 17.514  0.4679
O: 19.437 6.556 17.297  -0.9815
H: 19.785 6.576 16.398  0.5112
H: 20.041 5.866 17.735  0.4879
O: 21.255 7.017 20.215  -0.9922
H: 20.367 6.510 20.011  0.4777
H: 21.370 7.380 21.088  0.4827
O: 17.900 8.378 19.291  -1.0086
H: 17.356 9.173 18.953  0.5091
H: 18.290 8.746 20.200  0.5222
O: 18.932 5.824 20.518  -0.9269
H: 18.359 5.971 21.114  0.4776
H: 19.414 5.062 20.650  0.5018
O: 17.338 4.312 18.607  -0.9666
H: 17.506 3.451 18.871  0.4975
H: 16.547 4.346 18.114  0.4894

=====

Computed, not measured: a 6-piece molecular cluster, H14NO5 overall at a distorted geometry, with wB97M-V/def2-TZVPD.

As for the gap between HOMO and LUMO: 12.0 eV. As for the LUMO energy: -2.96 eV. The value obtained for the HOMO energy is -14.95 eV. Its charge is +1. The total energy is -11949.339 eV.

Last column: natural (NBO) charge in e.
Geometry (Å):
N: -0.662 -0.336 1.269  -0.8791
H: -1.465 0.161 1.644  0.4481
H: -0.124 -0.712 2.071  0.4696
H: -0.204 0.420 0.753  0.4564
H: -0.814 -1.079 0.591  0.4660
H: 1.350 -2.204 -2.126  0.4882
H: 0.927 -2.754 -0.788  0.4728
O: 0.967 -1.928 -1.285  -0.9595
H: -2.488 0.264 -1.789  0.4855
H: -0.988 0.107 -1.726  0.4899
O: -1.805 -0.302 -1.401  -0.9738
H: 0.860 -0.750 4.313  0.5001
H: 1.495 -1.967 3.651  0.5048
O: 0.906 -1.220 3.472  -0.9743
H: 1.709 1.086 -2.788  0.4793
H: 0.764 1.137 -3.905  0.4838
O: 0.757 1.200 -2.939  -0.9604
H: -0.466 3.672 0.613  0.4958
H: -0.400 2.490 -0.285  0.4737
O: -0.319 2.719 0.655  -0.9669

=====

Computed, not measured: H14NaO7 as an isolated structure at a distorted geometry, with wB97M-V/def2-TZVPD.

As for the gap between HOMO and LUMO: 11.9 eV. As for the LUMO energy: -3.38 eV. The value obtained for the HOMO energy is -15.27 eV. Its charge is +1. The total energy is -18972.649 eV.

Last column: natural (NBO) charge in e.
Geometry (Å):
Na: -6.761 -3.765 7.382  0.9154
O: -5.096 -1.767 7.893  -0.9438
H: -4.725 -1.447 7.074  0.4685
H: -5.758 -1.061 8.114  0.4859
O: -8.340 -5.507 7.922  -0.9392
H: -8.231 -6.091 7.194  0.4823
H: -7.904 -6.019 8.580  0.4716
O: -8.486 -2.170 7.297  -0.9742
H: -8.514 -1.796 8.170  0.4912
H: -9.329 -2.502 7.050  0.4989
O: -6.480 -3.852 9.773  -0.9597
H: -6.460 -4.652 10.347  0.4846
H: -5.616 -3.477 10.096  0.4872
O: -7.349 -4.741 4.886  -0.9307
H: -6.528 -5.041 4.571  0.4710
H: -7.425 -3.878 4.542  0.4721
O: -4.805 -2.950 5.469  -0.9607
H: -4.609 -2.005 5.310  0.4811
H: -4.817 -3.245 4.543  0.4895
O: -5.013 -5.094 7.419  -0.9651
H: -4.409 -5.118 8.157  0.4829
H: -4.539 -4.408 6.896  0.4912

=====

Computed, not measured: a 7-piece molecular cluster, H14O6S2 overall at a distorted geometry, with wB97M-V/def2-TZVPD.

As for the gap between HOMO and LUMO (spin up / spin down): 3.1 / 6.6 eV. As for the LUMO energy (spin up / spin down): 2.93 / 2.91 eV. The value obtained for the HOMO energy (spin up / spin down) is -0.16 / -3.72 eV. Its charge is -1. The total energy is -34182.984 eV. The spin multiplicity is 2.

Last column: natural (NBO) charge in e.
Geometry (Å):
S: -1.101 2.921 0.786  -0.4997
S: -3.067 2.139 0.926  -0.6456
H: -0.801 2.723 -0.499  0.1002
H: -3.922 2.519 -0.102  0.0613
H: 0.509 -1.653 1.583  0.4879
H: 0.334 -2.424 0.309  0.5058
O: 0.805 -2.481 1.166  -1.0021
H: 2.709 -1.619 0.547  0.5017
H: 3.539 -0.556 1.213  0.4697
O: 3.397 -0.961 0.359  -0.9721
H: -0.772 1.824 -3.408  0.4682
H: 0.128 1.226 -2.332  0.5009
O: -0.625 1.020 -2.895  -0.9748
H: 2.313 0.283 -0.790  0.4941
H: 1.036 0.238 -0.114  0.4789
O: 1.415 0.595 -0.908  -0.9791
H: -0.408 -0.938 -1.704  0.5091
H: -1.474 -1.965 -1.415  0.4782
O: -0.543 -1.785 -1.259  -0.9763
H: -1.760 0.039 2.575  0.4963
H: -0.869 -0.869 3.352  0.4551
O: -0.842 -0.277 2.609  -0.9577

=====

Computed, not measured: a 7-piece molecular cluster, H14O6S2 overall at a distorted geometry, with wB97M-V/def2-TZVPD.

As for the gap between HOMO and LUMO (spin up / spin down): 8.3 / 5.1 eV. As for the LUMO energy (spin up / spin down): -5.36 / -8.54 eV. The value obtained for the HOMO energy (spin up / spin down) is -13.66 / -13.66 eV. Its charge is +1. The total energy is -34174.279 eV. The spin multiplicity is 2.

Last column: natural (NBO) charge in e.
Geometry (Å):
S: 1.706 0.668 2.218  0.2849
S: 1.960 1.132 0.247  0.2788
H: 0.433 0.282 1.995  0.2179
H: 2.974 1.953 0.584  0.1847
H: -1.743 0.105 -3.286  0.4630
H: -0.286 -0.331 -3.047  0.4879
O: -0.832 0.338 -3.469  -0.9529
H: -3.209 0.058 -1.151  0.4921
H: -3.792 -1.104 -0.367  0.4889
O: -2.998 -0.564 -0.447  -0.9690
H: -0.996 -4.634 0.325  0.4947
H: -1.198 -3.328 1.089  0.4867
O: -0.907 -3.679 0.237  -0.9706
H: -1.645 -1.104 0.840  0.5161
H: -1.955 -0.929 2.265  0.4870
O: -1.194 -1.132 1.706  -0.9912
H: 1.060 -1.325 -1.129  0.4483
H: -0.085 -2.269 -0.771  0.5091
O: 0.213 -1.641 -1.450  -0.9631
H: -0.666 3.907 -0.175  0.4656
H: -0.350 2.796 -1.167  0.4618
O: -0.335 3.752 -1.067  -0.9208

=====

Computed, not measured: a 7-piece molecular cluster, H14O7 overall at a distorted geometry, with wB97M-V/def2-TZVPD.

As for the gap between HOMO and LUMO (spin up / spin down): 2.8 / 10.5 eV. As for the LUMO energy (spin up / spin down): 3.01 / 2.95 eV. The value obtained for the HOMO energy (spin up / spin down) is 0.17 / -7.56 eV. Its charge is -1. The total energy is -14559.357 eV. The spin multiplicity is 2.

Last column: natural (NBO) charge in e.
Geometry (Å):
O: -1.529 -1.747 -0.980  -1.4599
H: -0.789 -2.023 -1.520  0.3506
H: -2.297 -2.111 -1.421  0.3420
O: 1.411 2.239 1.531  -0.9760
H: 1.300 1.443 1.010  0.5083
H: 0.528 2.599 1.611  0.4551
O: -2.955 0.023 1.080  -1.0164
H: -3.839 -0.139 1.410  0.4534
H: -2.760 -0.737 0.532  0.4864
O: 0.471 -0.135 0.126  -0.9936
H: -0.380 -0.470 -0.157  0.4947
H: 0.995 -0.920 0.288  0.4609
O: 3.237 -0.782 1.307  -0.9371
H: 3.146 -1.688 1.603  0.4580
H: 4.139 -0.548 1.526  0.4652
O: 1.544 -0.362 -2.607  -0.9880
H: 0.947 -0.545 -1.882  0.4717
H: 1.228 -0.912 -3.324  0.4373
O: -1.270 2.192 -0.373  -0.9497
H: -1.326 3.029 0.089  0.4470
H: -1.802 1.593 0.151  0.4902

=====

Computed, not measured: a 7-piece molecular cluster, H14O7 overall at a distorted geometry, with wB97M-V/def2-TZVPD.

Its structure (SMILES) is O.O.O.O.O.O.O. As for the gap between HOMO and LUMO: 10.1 eV. As for the LUMO energy: -0.04 eV. The value obtained for the HOMO energy is -10.18 eV. Its charge is 0. The total energy is -14559.842 eV.

Last column: natural (NBO) charge in e.
Geometry (Å):
O: 0.954 0.506 -0.203  -0.9889
H: 1.554 1.238 -0.112  0.4836
H: 0.072 0.829 -0.380  0.5084
O: -1.583 1.439 -0.322  -0.9896
H: -2.246 1.960 0.101  0.4984
H: -1.816 1.440 -1.273  0.5031
O: -3.075 -0.504 0.815  -0.9648
H: -2.777 -0.276 1.694  0.4649
H: -2.415 -0.017 0.285  0.4759
O: 2.254 -1.971 -0.835  -0.9434
H: 3.040 -1.684 -1.294  0.4783
H: 1.679 -1.236 -0.757  0.5005
O: 0.384 0.339 2.553  -0.9574
H: 0.691 0.344 1.672  0.4756
H: 1.192 0.448 3.076  0.4672
O: 2.541 -1.810 1.740  -1.0009
H: 3.026 -2.562 2.087  0.4661
H: 2.313 -1.918 0.788  0.4889
O: -2.070 1.020 -2.880  -0.9475
H: -2.574 1.241 -3.674  0.4990
H: -1.149 1.179 -3.082  0.4824

=====

Computed, not measured: a 7-piece molecular cluster, H14O7 overall at a distorted geometry, with wB97M-V/def2-TZVPD.

Its structure (SMILES) is O.O.O.O.O.O.O. As for the gap between HOMO and LUMO: 10.2 eV. As for the LUMO energy: 0.08 eV. The value obtained for the HOMO energy is -10.17 eV. Its charge is 0. The total energy is -14559.370 eV.

Last column: natural (NBO) charge in e.
Geometry (Å):
O: -1.086 0.940 1.092  -0.9734
H: -0.322 0.418 1.122  0.4868
H: -1.352 1.264 1.974  0.4766
O: -3.195 -1.701 0.083  -0.9367
H: -4.059 -2.057 0.232  0.4720
H: -2.701 -2.056 0.843  0.4651
O: 1.214 -0.312 2.397  -0.9629
H: 0.578 -0.681 3.030  0.4796
H: 1.350 -0.865 1.649  0.4876
O: 0.332 -1.092 -0.258  -1.0057
H: 0.166 -0.800 -1.155  0.5005
H: -0.605 -1.160 -0.030  0.4845
O: 1.403 2.512 -1.069  -0.9715
H: 1.738 1.639 -0.890  0.4818
H: 1.352 2.595 -2.001  0.4568
O: -0.476 0.248 -2.421  -0.9214
H: -1.200 -0.188 -2.728  0.4646
H: -0.968 0.705 -1.712  0.4908
O: 2.740 0.383 -0.382  -0.9516
H: 2.070 -0.306 -0.352  0.4873
H: 3.020 0.513 0.578  0.4891

=====

Computed, not measured: a 7-piece molecular cluster, H14O7 overall, with wB97M-V/def2-TZVPD.

Its structure (SMILES) is O.O.O.O.O.O.O. As for the gap between HOMO and LUMO: 10.6 eV. As for the LUMO energy: -0.18 eV. The value obtained for the HOMO energy is -10.82 eV. Its charge is 0. The total energy is -14559.877 eV.

Last column: natural (NBO) charge in e.
Geometry (Å):
O: -1.979 -3.136 0.284  -0.9587
H: -1.173 -3.359 -0.191  0.4616
H: -1.697 -2.493 0.956  0.4840
O: 1.218 -0.007 0.450  -0.9853
H: 0.911 0.764 -0.048  0.4913
H: 0.412 -0.491 0.656  0.4866
O: 3.739 -1.300 0.666  -0.9610
H: 3.030 -0.639 0.654  0.4923
H: 4.091 -1.300 -0.228  0.4589
O: -1.567 -0.822 1.694  -0.9699
H: -2.195 -0.091 1.738  0.5018
H: -0.994 -0.700 2.461  0.4862
O: 0.765 2.289 -1.122  -0.9603
H: 0.277 3.029 -1.500  0.4900
H: 1.682 2.587 -1.104  0.4953
O: -0.857 -0.925 -2.237  -0.9404
H: 0.050 -1.143 -1.999  0.4678
H: -1.299 -0.766 -1.395  0.4729
O: -1.656 2.593 0.333  -0.9569
H: -1.981 3.432 -0.006  0.4668
H: -0.776 2.478 -0.062  0.4770

=====

Computed, not measured: a 7-piece molecular cluster, H14O7 overall, with wB97M-V/def2-TZVPD.

Its structure (SMILES) is O.O.O.O.O.O.O. As for the gap between HOMO and LUMO: 10.8 eV. As for the LUMO energy: 0.17 eV. The value obtained for the HOMO energy is -10.63 eV. Its charge is 0. The total energy is -14559.876 eV.

Last column: natural (NBO) charge in e.
Geometry (Å):
O: 0.621 0.279 -0.011  -1.0146
H: -0.248 0.419 -0.409  0.4932
H: 0.448 0.060 0.919  0.5061
O: 0.328 -0.428 2.734  -0.9507
H: 0.153 -1.347 2.959  0.4819
H: 0.919 -0.107 3.423  0.4848
O: 2.984 -1.830 0.431  -0.9545
H: 3.008 -2.670 -0.036  0.4658
H: 2.199 -1.378 0.092  0.4847
O: -1.715 -2.161 -2.335  -0.9368
H: -0.864 -1.732 -2.200  0.4715
H: -1.955 -1.958 -3.245  0.4653
O: -2.695 1.794 1.967  -0.9330
H: -2.684 1.477 1.057  0.4687
H: -3.566 2.185 2.088  0.4638
O: -1.950 0.976 -1.204  -0.9588
H: -1.569 1.401 -1.981  0.4852
H: -2.877 1.232 -1.217  0.4825
O: 3.039 1.477 -1.317  -0.9598
H: 2.496 0.899 -0.762  0.4907
H: 3.927 1.412 -0.954  0.4640

=====

Computed, not measured: a 7-piece molecular cluster, H14O7 overall at a distorted geometry, with wB97M-V/def2-TZVPD.

Its structure (SMILES) is O.O.O.O.O.O.O. As for the gap between HOMO and LUMO: 11.7 eV. As for the LUMO energy: 0.58 eV. The value obtained for the HOMO energy is -11.13 eV. Its charge is 0. The total energy is -14560.829 eV.

Last column: natural (NBO) charge in e.
Geometry (Å):
H: 0.375 -1.629 1.736  0.5177
H: 1.545 -1.350 2.765  0.4809
H: -2.964 -1.529 0.541  0.4744
H: -2.288 -1.745 -0.775  0.4996
H: 0.187 -1.885 -0.523  0.5006
H: -0.873 -2.735 0.221  0.5045
H: -0.909 2.662 -2.110  0.4761
H: 0.310 2.040 -1.428  0.5034
H: 2.194 2.902 -0.630  0.4790
H: 1.340 2.364 0.461  0.5112
H: -0.833 0.104 -1.830  0.5159
H: -0.746 -0.998 -2.882  0.4902
H: 1.263 0.468 1.911  0.5175
H: 1.588 1.881 2.572  0.4781
O: 0.664 -1.012 2.426  -0.9817
O: -2.619 -2.237 -0.012  -0.9620
O: 0.084 -2.523 0.241  -1.0010
O: -0.354 1.866 -2.150  -1.0098
O: 1.230 2.860 -0.401  -0.9798
O: -0.947 -0.854 -1.890  -1.0098
O: 1.754 1.350 1.757  -1.0050

=====

Computed, not measured: a 7-piece molecular cluster, H14O7 overall, with wB97M-V/def2-TZVPD.

Its structure (SMILES) is O.O.O.O.O.O.O. As for the gap between HOMO and LUMO: 9.7 eV. As for the LUMO energy: -0.72 eV. The value obtained for the HOMO energy is -10.45 eV. Its charge is 0. The total energy is -14559.440 eV.

Last column: natural (NBO) charge in e.
Geometry (Å):
O: -3.271 2.402 -0.176  -0.9404
H: -4.069 1.875 -0.163  0.4588
H: -2.643 1.901 0.343  0.4754
O: 0.238 0.321 -0.234  -0.9928
H: -0.533 0.455 0.319  0.4872
H: 0.211 -0.608 -0.462  0.4805
O: 2.892 0.798 -1.178  -0.9333
H: 2.954 0.876 -0.226  0.4660
H: 2.175 0.181 -1.322  0.4680
O: 0.543 3.091 -1.334  -0.9528
H: 0.377 2.257 -0.894  0.4787
H: 0.974 2.849 -2.153  0.4687
O: 0.712 -2.379 0.990  -0.9575
H: 1.643 -2.181 1.097  0.4869
H: 0.295 -1.997 1.762  0.4814
O: -1.628 0.841 1.656  -0.9428
H: -1.821 -0.055 1.932  0.4827
H: -0.973 1.149 2.282  0.4942
O: 0.676 -3.984 -1.131  -0.9470
H: 0.832 -3.173 -0.646  0.4728
H: 0.416 -4.617 -0.462  0.4651

=====

Computed, not measured: a 7-piece molecular cluster, H14O7 overall at a distorted geometry, with wB97M-V/def2-TZVPD.

Its structure (SMILES) is O.O.O.O.O.O.O. As for the gap between HOMO and LUMO: 10.1 eV. As for the LUMO energy: -0.09 eV. The value obtained for the HOMO energy is -10.19 eV. Its charge is 0. The total energy is -14559.563 eV.

Last column: natural (NBO) charge in e.
Geometry (Å):
O: 0.813 0.560 1.302  -0.9679
H: 1.471 0.148 1.856  0.4830
H: 1.348 1.194 0.814  0.4897
O: -1.832 -0.532 1.569  -0.9798
H: -2.056 -0.183 0.718  0.4822
H: -0.927 -0.278 1.791  0.4887
O: -0.276 -2.778 1.993  -0.9728
H: -1.162 -2.596 2.122  0.4870
H: 0.034 -2.525 1.141  0.4763
O: 0.109 1.113 -3.271  -0.9788
H: -0.514 1.782 -3.370  0.4503
H: -0.224 0.713 -2.440  0.4855
O: 0.835 -1.962 -0.625  -0.9430
H: 0.976 -2.902 -0.780  0.4931
H: 1.681 -1.628 -0.564  0.4803
O: 0.303 2.955 -0.343  -0.9336
H: 1.133 3.409 -0.232  0.4685
H: -0.187 3.322 0.373  0.4706
O: -0.726 0.155 -0.976  -0.9598
H: -0.313 -0.675 -0.791  0.4985
H: -0.486 0.708 -0.286  0.4820